Record 1
C5H16N3 | ωB97M-V with the def2-TZVPD basis set

Results
ΔE to the lowest compared entry with this formula, charge and spin: 50.00 kcal per mole
LUMO level: -4.268 eV
max |F|: 0.99 eV/Å
HOMO level: -12.720 eV
gap between HOMO and LUMO: 8.45 eV
net charge: +1

```
24
Properties=species:S:1:pos:R:3:forces:R:3
N 0.339 0.392 -3.474 0.095 0.855 0.315
C -0.246 0.379 -2.137 0.122 -0.705 0.691
C -0.978 -0.951 -1.915 -0.148 0.768 -0.413
N -1.764 -0.913 -0.672 -0.456 -0.284 0.107
H 1.317 0.133 -3.421 -0.051 -0.314 -0.046
H 0.379 1.353 -3.799 -0.180 -0.067 -0.225
H -0.953 1.194 -1.937 0.052 0.026 -0.535
H 0.518 0.473 -1.347 0.092 0.080 -0.025
H -1.604 -1.065 -2.809 0.110 -0.370 0.173
H -0.250 -1.757 -1.858 -0.078 -0.136 -0.071
H -2.580 -0.323 -0.816 0.087 0.151 -0.164
H -2.194 -1.822 -0.528 0.220 -0.114 0.089
C 2.351 0.634 2.667 -0.229 0.067 0.850
C 1.139 -0.252 2.462 0.250 -0.624 -0.417
C -1.116 0.319 1.692 0.634 0.203 -0.258
N 0.152 0.359 1.559 -0.374 0.152 0.573
H 2.864 0.860 1.734 0.021 0.086 0.096
H 2.083 1.531 3.231 -0.077 0.189 -0.476
H 3.031 0.135 3.360 0.123 -0.241 -0.367
H 1.417 -1.186 1.968 0.160 -0.028 0.066
H 0.649 -0.528 3.394 -0.113 0.216 -0.028
H -1.696 0.862 0.970 -0.298 -0.062 0.107
H -1.544 -0.206 2.536 -0.105 0.047 -0.021
H 0.508 0.815 0.726 0.143 0.104 -0.022
```
Positions in Å, forces in eV/Å.



Record 2
C5H16N4 | ωB97M-V with the def2-TZVPD basis set

Results
ΔE to the lowest compared entry with this formula, charge and spin: 73.92 kcal per mole
LUMO level: 0.987 eV
structure (SMILES): CC[C@@H](N)[C@H](C)N(N)N
max |F|: 4.53 eV/Å
HOMO level: -8.560 eV
gap between HOMO and LUMO: 9.55 eV

```
25
Properties=species:S:1:pos:R:3:forces:R:3
C 2.164 1.718 0.786 -0.082 -0.105 -0.123
C 1.389 1.501 -0.501 -2.411 0.831 0.095
C -0.213 0.947 -0.226 4.460 0.761 -0.052
N -1.052 1.130 -1.347 -0.324 0.002 -0.769
C 0.079 -0.489 0.035 -3.712 -1.872 1.075
C 0.601 -1.297 -1.135 0.198 0.016 0.256
N -1.468 -1.008 0.412 1.151 0.205 -0.431
N -1.812 -2.238 -0.191 0.519 -0.322 0.104
N -1.796 -1.028 1.799 0.706 0.084 -0.002
H 2.399 0.771 1.273 0.031 -0.018 0.098
H 1.594 2.330 1.486 0.025 0.024 0.071
H 3.109 2.222 0.584 0.011 0.022 0.047
H 1.963 0.917 -1.216 -0.366 -0.383 0.039
H 1.220 2.453 -1.009 0.153 0.201 0.075
H -0.516 1.476 0.690 -0.052 -0.204 -0.049
H -1.449 2.060 -1.381 -0.120 -0.235 -0.061
H -1.768 0.400 -1.394 0.165 0.568 0.207
H 0.679 -0.645 0.941 -0.155 0.106 -0.148
H 0.426 -2.355 -0.961 -0.122 0.032 -0.181
H 0.135 -0.966 -2.059 -0.045 -0.213 -0.070
H 1.679 -1.182 -1.230 0.072 0.157 0.016
H -2.820 -2.364 -0.137 0.198 0.264 0.105
H -1.390 -3.012 0.334 -0.213 0.050 -0.107
H -0.971 -1.212 2.380 -0.215 0.052 -0.104
H -2.182 -0.129 2.069 0.127 -0.023 -0.089
```
Positions in Å, forces in eV/Å.



Record 3
C5H16NO | ωB97M-V with the def2-TZVPD basis set

Results
ΔE to the lowest compared entry with this formula, charge and spin: 85.83 kcal per mole
LUMO level (alpha / beta): 0.725 / 0.507 eV
max |F|: 7.31 eV/Å
HOMO level (alpha / beta): -2.990 / -10.901 eV
2S+1: 2
gap between HOMO and LUMO (alpha / beta): 3.71 / 11.41 eV
expectation value of S²: 0.750

```
23
Properties=species:S:1:pos:R:3:forces:R:3
C -0.919 1.085 -0.978 -3.772 -2.553 -1.509
C -0.810 -0.581 -1.174 3.521 6.006 2.226
C 0.056 -0.937 0.048 -1.351 0.825 0.658
C 1.536 -1.078 -0.363 0.316 0.130 0.377
C 1.909 -1.898 -1.665 -0.620 -1.375 0.569
N -1.679 1.345 0.370 3.675 2.766 -0.902
H 0.119 1.371 -0.933 -0.090 0.852 0.008
H -1.651 1.552 -1.846 2.288 -0.776 2.346
H -0.173 -0.525 -2.003 0.660 -0.702 -1.627
H -1.643 -1.106 -1.352 -3.241 -1.607 -0.438
H -0.468 -1.808 0.481 0.954 0.057 0.328
H -0.068 -0.007 0.829 0.876 -3.071 -1.558
H 2.024 -1.644 0.460 0.108 1.032 -0.294
H 1.853 0.043 -0.403 0.279 -2.199 -0.101
H 1.112 -2.429 -2.177 -1.136 0.153 0.505
H 2.229 -1.326 -2.501 1.048 0.827 -0.337
H 2.549 -2.817 -1.519 0.085 1.526 0.316
H -2.039 2.316 0.302 -0.518 0.405 0.062
H -1.104 1.387 1.278 -0.612 -0.441 -1.035
H -2.445 0.749 0.395 -2.415 -1.840 0.524
H 0.957 1.589 3.295 -0.084 0.077 -1.064
H -0.313 1.446 3.877 -1.575 -0.181 1.113
O 0.023 1.531 3.002 1.607 0.086 -0.163
```
Positions in Å, forces in eV/Å.



Please write out number 3 again, unchanged.
C5H16NO | ωB97M-V with the def2-TZVPD basis set

Results
ΔE to the lowest compared entry with this formula, charge and spin: 85.83 kcal per mole
LUMO level (alpha / beta): 0.725 / 0.507 eV
max |F|: 7.31 eV/Å
HOMO level (alpha / beta): -2.990 / -10.901 eV
2S+1: 2
gap between HOMO and LUMO (alpha / beta): 3.71 / 11.41 eV
expectation value of S²: 0.750

```
23
Properties=species:S:1:pos:R:3:forces:R:3
C -0.919 1.085 -0.978 -3.772 -2.553 -1.509
C -0.810 -0.581 -1.174 3.521 6.006 2.226
C 0.056 -0.937 0.048 -1.351 0.825 0.658
C 1.536 -1.078 -0.363 0.316 0.130 0.377
C 1.909 -1.898 -1.665 -0.620 -1.375 0.569
N -1.679 1.345 0.370 3.675 2.766 -0.902
H 0.119 1.371 -0.933 -0.090 0.852 0.008
H -1.651 1.552 -1.846 2.288 -0.776 2.346
H -0.173 -0.525 -2.003 0.660 -0.702 -1.627
H -1.643 -1.106 -1.352 -3.241 -1.607 -0.438
H -0.468 -1.808 0.481 0.954 0.057 0.328
H -0.068 -0.007 0.829 0.876 -3.071 -1.558
H 2.024 -1.644 0.460 0.108 1.032 -0.294
H 1.853 0.043 -0.403 0.279 -2.199 -0.101
H 1.112 -2.429 -2.177 -1.136 0.153 0.505
H 2.229 -1.326 -2.501 1.048 0.827 -0.337
H 2.549 -2.817 -1.519 0.085 1.526 0.316
H -2.039 2.316 0.302 -0.518 0.405 0.062
H -1.104 1.387 1.278 -0.612 -0.441 -1.035
H -2.445 0.749 0.395 -2.415 -1.840 0.524
H 0.957 1.589 3.295 -0.084 0.077 -1.064
H -0.313 1.446 3.877 -1.575 -0.181 1.113
O 0.023 1.531 3.002 1.607 0.086 -0.163
```
Positions in Å, forces in eV/Å.